Record 1
DFT (ωB97M-V/def2-TZVPD) results for a cluster of 2 separate species, H4N2OS in total.

```
8
Properties=species:S:1:pos:R:3:forces:R:3
N 1.59303 -1.63378 -1.73026 -2.27 1.73 2.00
N -0.06543 -0.33733 -0.14102 1.07 -0.49 -0.50
O -1.87102 1.67508 1.88375 2.65 1.95 -1.78
S 1.37952 -0.89602 -0.35692 -2.24 -0.52 -2.37
H 2.46911 -2.04183 -1.91598 1.58 -0.38 0.28
H -1.14496 1.06805 1.55519 -1.20 0.61 0.51
H -0.87647 -0.41477 -0.82500 1.80 -0.26 0.67
H -1.48378 2.58060 1.53025 -1.40 -2.64 1.19
```
Positions in Å, forces in eV/Å.

Properties
energy relative to the best compared isomer or geometry (same formula, charge and spin): 1.290 eV
E_HOMO: -0.37559 Ha
LUMO level: -0.71 eV
HOMO-LUMO gap: 9.507 eV



Record 2
DFT (ωB97M-V/def2-TZVPD) results for the molecule CH4N2O3.

```
10
Properties=species:S:1:pos:R:3:forces:R:3
N -0.02652 -0.35316 -1.63003 0.32 -0.90 -1.79
O 0.94021 -0.49117 -0.59494 0.36 1.57 2.81
C 0.58419 0.53853 0.47550 0.29 -2.91 -4.48
N -0.62165 0.10571 1.23291 -0.22 0.41 1.36
O -0.72507 0.60521 2.32615 0.52 0.77 0.65
O -1.44571 -0.65818 0.81042 0.06 -0.70 -1.35
H -0.79066 -0.79452 -1.16249 -1.20 -0.40 -0.31
H 0.25425 -1.04835 -2.41318 -0.16 1.48 1.90
H 1.42833 0.69467 1.07397 0.87 -0.30 1.24
H 0.40263 1.40126 -0.11830 -0.84 0.97 -0.03
```
Positions in Å, forces in eV/Å.

Properties
SMILES: NOC[N+](=O)[O-]
energy relative to the best compared isomer or geometry (same formula, charge and spin): 3.244 eV
E_HOMO: -0.36384 Ha
LUMO level: -0.05 eV
HOMO-LUMO gap: 9.853 eV



Record 3
DFT (ωB97M-V/def2-TZVPD) results for a structure of composition C20H23Br36FIO7P.

```
89
Properties=species:S:1:pos:R:3:forces:R:3
C -1.49169 -1.11150 5.20652 0.88 -0.30 -0.70
C -0.99928 -0.81259 3.78561 -0.43 0.19 1.17
C 0.33095 -1.48231 3.58631 -0.30 -0.88 -0.86
F 1.29314 -0.80491 4.28436 0.42 0.34 0.43
C 0.73546 -1.55313 2.11983 -0.32 1.38 -0.63
P -0.44892 -2.64307 1.09062 -0.68 -0.04 0.48
O 0.43175 -4.02958 1.09166 -0.17 0.13 -0.18
O -0.28389 -2.02171 -0.41275 -0.29 -0.51 0.34
O 0.36396 -0.22484 1.61218 -0.01 0.28 -0.80
C 1.45212 0.47201 1.27463 -0.08 1.04 -0.04
O 1.46443 1.47643 0.60990 0.15 -1.09 0.96
O 2.54329 -0.13737 1.86154 0.06 0.27 -0.50
C 2.21496 -1.51372 1.73131 0.48 -0.59 -0.48
O 2.24728 -1.75018 0.32707 -0.16 -0.40 0.28
C 3.29113 -2.40791 2.36763 -0.20 0.06 0.42
C 2.85694 -3.41657 3.40799 -0.56 -0.13 1.83
O 2.47480 -3.18580 4.51984 0.64 -0.31 -1.70
I 3.07107 -5.51598 2.82602 0.06 0.32 -0.03
H -0.68681 -0.88992 5.89223 0.06 0.35 0.44
H -1.64228 -2.17858 5.27697 -0.46 -0.33 0.21
H -2.38503 -0.56134 5.44118 -0.33 0.11 0.20
H -1.73783 -1.17471 3.08839 -0.13 -0.03 -0.45
H -0.90246 0.25984 3.69921 0.13 0.28 -0.44
H 0.24282 -2.49926 3.95736 0.25 -0.26 0.33
H 0.79444 -4.28174 0.23759 0.32 -0.12 0.04
H 0.20066 -2.61705 -0.99183 0.34 0.30 -0.25
H 3.12558 -1.48832 0.03944 0.27 0.11 -0.25
H 3.77417 -2.95267 1.57965 0.10 -0.19 -0.41
H 4.05016 -1.78771 2.82667 0.06 0.29 0.35
C -5.32048 -2.83475 4.18662 -0.01 0.06 -0.02
Br -4.90416 -4.54853 3.41980 0.07 -0.07 -0.03
Br -4.57968 -2.65824 5.94968 -0.11 0.01 0.00
Br -4.77610 -1.39199 3.03479 0.02 -0.02 -0.03
H -6.39508 -2.77977 4.28505 -0.04 0.00 0.00
C -6.47163 2.28918 4.39104 0.10 -0.09 -0.05
Br -7.39655 0.74963 5.08478 -0.01 0.01 0.03
Br -4.58208 2.20183 4.75265 -0.05 0.01 -0.02
Br -6.82438 2.53842 2.51478 -0.03 -0.03 0.07
H -6.85721 3.15374 4.90866 -0.02 0.03 0.02
C 5.81965 2.13917 -1.17617 0.00 0.00 0.04
Br 6.60093 1.00089 0.17025 -0.05 0.00 -0.04
Br 7.15394 3.23418 -2.01750 0.03 -0.01 0.01
Br 4.80971 1.12736 -2.46646 0.02 0.02 0.03
H 5.12721 2.79971 -0.67535 -0.04 0.01 0.03
C 1.23309 4.41125 -1.50709 0.00 -0.09 0.05
Br 1.64478 3.94724 -3.33117 -0.03 0.03 -0.05
Br 2.47509 5.69903 -0.79622 0.00 -0.05 -0.06
Br -0.58509 5.00888 -1.34460 0.04 0.15 0.07
H 1.33438 3.50995 -0.91756 -0.04 -0.05 0.04
C 4.47518 3.42143 -5.86598 0.00 0.04 0.06
Br 3.25553 4.09624 -7.19379 -0.01 -0.09 0.02
Br 5.27155 1.74752 -6.38522 -0.01 0.11 -0.06
Br 5.80587 4.73841 -5.42177 -0.02 -0.05 -0.03
H 3.90010 3.23482 -4.97029 0.02 0.01 0.05
C -3.40019 1.79278 -1.75832 0.07 -0.03 0.02
Br -4.64070 2.51053 -0.47086 0.13 -0.01 -0.04
Br -3.24264 2.92842 -3.31175 -0.03 -0.01 -0.03
Br -1.68661 1.42752 -0.97278 -0.01 -0.08 0.06
H -3.80211 0.85006 -2.09676 -0.04 -0.01 -0.04
C 6.27352 -1.33646 -9.17288 0.03 0.03 -0.04
Br 6.87962 -2.98007 -9.97042 -0.01 0.06 0.03
Br 7.32179 -0.87143 -7.62511 0.01 -0.07 -0.04
Br 6.22579 0.10225 -10.44917 0.01 -0.04 0.05
H 5.26127 -1.49837 -8.83545 -0.04 -0.01 0.02
C -2.72865 0.58872 -6.66711 0.04 -0.01 -0.02
Br -3.23012 -1.13235 -5.95909 0.03 0.07 -0.01
Br -0.81785 0.83029 -6.66186 -0.08 -0.01 0.01
Br -3.47642 0.88015 -8.41638 0.03 -0.02 0.05
H -3.14685 1.33700 -6.01025 0.00 0.01 0.05
C 10.62085 3.93209 -0.18872 0.01 -0.02 -0.01
Br 11.21975 2.29154 -0.99736 -0.02 0.06 0.02
Br 11.64581 4.37072 1.38033 -0.02 -0.01 -0.06
Br 10.60552 5.38203 -1.45595 -0.01 -0.05 0.02
H 9.59996 3.77628 0.12748 -0.04 -0.01 0.00
C -4.13072 -6.33167 -0.27627 -0.03 -0.03 0.00
Br -3.96966 -7.73851 1.02865 0.00 0.08 -0.03
Br -2.43162 -5.49699 -0.63145 -0.04 -0.03 0.01
Br -4.97127 -6.95280 -1.89202 0.05 0.02 0.06
H -4.77209 -5.57399 0.14900 -0.01 0.04 0.02
C -3.92437 7.26243 -2.29787 -0.01 0.00 0.01
Br -3.38779 7.91828 -0.56867 -0.02 -0.05 -0.06
Br -5.49209 6.15229 -2.18487 0.03 0.06 0.01
Br -4.15875 8.69703 -3.56013 0.00 -0.04 0.04
H -3.12048 6.64205 -2.66724 0.03 -0.02 -0.01
C -8.44160 -5.19676 6.35436 0.10 -0.06 -0.01
Br -8.84539 -3.38706 5.82088 0.03 -0.03 0.00
Br -8.21039 -6.34828 4.82864 -0.02 0.07 0.07
Br -6.92673 -5.26586 7.53870 -0.10 -0.04 -0.06
H -9.29430 -5.56327 6.90464 -0.05 0.02 0.01
```
Positions in Å, forces in eV/Å.

Properties
E_HOMO: -0.34425 Ha
LUMO level: -0.40 eV
HOMO-LUMO gap: 8.963 eV



Record 4
DFT (ωB97M-V/def2-TZVPD) results for a structure of composition C19H24N6PSV.

```
52
Properties=species:S:1:pos:R:3:forces:R:3
V 0.57300 0.70784 -0.03560 0.96 1.52 -0.20
C -1.25750 -4.45688 0.02207 0.02 -0.13 -0.01
N -1.40873 -3.02115 0.00839 0.09 0.22 -0.02
C -2.58553 -2.31562 0.01492 0.01 -0.12 0.05
C -2.26200 -0.99200 0.01016 0.16 0.11 -0.06
N -0.89960 -0.86627 -0.01185 0.01 -0.26 0.09
C -0.39881 -2.10117 -0.01032 -0.51 0.55 0.02
P 1.35955 -2.39044 -0.00434 0.72 -0.08 -0.16
C 1.80130 -1.35545 -1.47106 -0.35 -0.27 0.12
N 1.28948 -0.16915 -1.79357 0.14 -0.23 0.41
C 1.73874 0.14306 -3.04298 -0.04 -0.03 0.05
C 2.52784 -0.87489 -3.49243 0.03 -0.01 0.08
N 2.57752 -1.81006 -2.49406 0.07 0.07 -0.15
C 3.29696 -3.06706 -2.55270 -0.03 -0.01 0.01
C 1.81824 -1.34349 1.42773 -0.35 -0.08 0.06
N 1.32501 -0.13548 1.71299 0.25 -0.26 -0.39
C 1.75907 0.19531 2.96424 -0.12 -0.03 -0.08
C 2.50946 -0.83242 3.45520 0.10 -0.02 -0.09
N 2.56533 -1.78992 2.48005 -0.04 0.11 0.10
C 3.25502 -3.05910 2.57921 -0.02 -0.04 -0.01
H -2.24490 -4.91135 0.03124 0.01 -0.01 0.00
H -0.72062 -4.79597 -0.86469 -0.02 -0.01 0.02
H -0.71154 -4.77795 0.91034 -0.03 0.00 -0.03
H -3.54123 -2.80988 0.02562 0.01 -0.04 0.01
H -2.89394 -0.12031 0.01689 -0.01 0.01 -0.01
H 1.47630 1.07126 -3.51896 0.02 0.01 0.01
H 3.06265 -1.00508 -4.41657 0.01 0.00 0.00
H 3.88271 -3.08091 -3.46785 0.01 -0.02 0.01
H 3.96836 -3.16363 -1.70167 0.01 -0.01 -0.01
H 2.60294 -3.90748 -2.55833 0.03 -0.01 0.00
H 1.50938 1.13998 3.41373 0.02 0.01 0.00
H 3.01801 -0.95204 4.39551 0.02 0.00 0.00
H 3.81944 -3.06878 3.50780 0.01 -0.03 -0.01
H 2.54229 -3.88436 2.58262 0.04 -0.01 0.01
H 3.94369 -3.18679 1.74558 0.00 0.00 0.01
C -3.83910 3.68555 1.12001 -0.02 0.04 -0.01
C -2.82085 3.99839 0.01496 0.00 -0.04 -0.02
C -2.18545 5.36896 0.28064 -0.02 0.03 0.01
C -3.54305 4.02614 -1.33977 -0.02 0.02 0.03
C -1.78045 2.95915 -0.01105 -0.16 0.10 0.00
C -0.87165 2.14754 -0.03445 0.11 -0.26 0.02
H -4.61287 4.45709 1.14684 -0.02 0.00 0.01
H -3.35370 3.64875 2.09572 0.02 0.00 0.00
H -4.31671 2.72124 0.94126 0.00 -0.01 -0.01
H -2.95497 6.14533 0.29650 0.00 0.03 0.00
H -1.45713 5.61131 -0.49321 0.00 -0.01 -0.01
H -1.66631 5.37215 1.23939 0.00 -0.01 0.01
H -4.31814 4.79674 -1.33344 -0.01 0.01 -0.01
H -4.01150 3.06292 -1.54570 0.00 -0.01 0.00
H -2.84394 4.24404 -2.14738 0.02 0.00 0.01
S 3.26821 2.84482 -0.02595 0.45 0.23 -0.06
C 2.00971 1.89750 -0.07170 -1.60 -1.00 0.22
```
Positions in Å, forces in eV/Å.

Properties
energy relative to the best compared isomer or geometry (same formula, charge and spin): 0.077 eV
E_HOMO (alpha / beta): -0.18017 / -0.19325 Ha
LUMO level (alpha / beta): 0.19 / 0.18 eV
HOMO-LUMO gap (alpha / beta): 5.094 / 5.435 eV



Record 5
DFT (ωB97M-V/def2-TZVPD) results for a cluster of 10 separate species, C5H26NO11 in total.

```
43
Properties=species:S:1:pos:R:3:forces:R:3
C -0.07260 -2.48770 2.40751 1.15 -0.64 -0.70
C 1.45502 -2.32246 2.33052 -0.16 -0.39 0.74
C 1.95992 -1.68224 1.07788 0.68 0.03 0.64
C 3.10914 -1.02391 1.03831 0.35 0.38 -0.72
N -0.81695 -1.26428 2.42765 1.06 0.25 0.04
C -1.90894 -1.07450 1.57960 -2.88 1.41 1.68
O -2.36560 -1.96550 0.84755 1.32 0.03 0.00
O -2.52878 0.04385 1.83267 1.27 -0.32 -0.54
H -0.31141 -3.02110 1.48382 -0.59 0.07 0.21
H -0.27247 -3.15733 3.24291 -0.36 0.00 0.21
H 1.92526 -3.30223 2.47497 -0.27 -0.25 -0.30
H 1.79446 -1.80874 3.23147 0.15 0.53 -0.11
H 1.40070 -1.81004 0.15894 -0.34 0.26 0.06
H 3.35839 -0.45480 0.14913 0.16 -0.30 -0.18
H 3.87953 -0.97152 1.81121 -0.68 0.05 0.26
H -0.66021 -0.57778 3.18704 -0.53 -0.86 -0.95
H 1.23174 3.05777 0.22751 0.23 -0.10 -0.34
H 0.18848 4.06899 -0.06429 -0.13 0.12 -0.07
O 1.10159 3.86137 -0.29728 -0.20 -0.25 0.33
H 3.55672 -0.34300 -3.16579 2.21 1.22 0.74
H 2.21546 -0.47591 -3.36876 -0.60 -0.52 -0.44
O 3.01431 -0.99926 -3.53032 -1.52 -0.69 -0.35
H -1.02029 -1.49927 -3.51287 -0.45 -0.53 0.23
H -0.11628 -0.35692 -3.23004 -0.33 -0.04 -0.01
O -0.72249 -0.68540 -3.91081 0.52 0.41 -0.30
H 1.67292 1.70172 -2.04164 -0.31 0.03 3.00
H 0.90248 1.70171 -3.28691 0.39 0.05 -0.20
O 1.80863 1.69415 -2.94773 0.13 -0.01 -3.03
H -0.66039 1.30239 -1.68828 0.32 -0.69 0.20
H -0.53212 0.22325 -0.64601 -0.51 -0.61 1.23
O -0.15752 0.49143 -1.46638 0.07 1.35 -0.97
H -2.97086 -1.78036 -0.82756 0.22 -0.19 1.05
H -3.06760 -1.06319 -2.17120 0.23 -1.95 0.74
O -2.93294 -1.98008 -1.76474 -0.36 2.11 -2.06
H -2.59242 3.77770 0.61994 -1.67 0.66 -0.76
H -2.25741 2.58837 1.47624 -0.74 -1.32 0.58
O -1.89336 3.32836 1.03094 2.80 0.84 0.33
H -2.60883 1.77811 -0.52274 -1.61 -0.48 0.56
H -3.13755 0.87736 0.62022 -0.43 -0.19 -0.28
O -3.47286 1.44572 -0.14691 1.59 0.34 -0.64
H 0.49724 0.62203 1.84180 -0.02 0.79 0.01
H 0.89089 2.21356 1.91586 -0.56 -1.01 0.30
O 1.11697 1.32968 1.57654 0.41 0.41 -0.18
```
Positions in Å, forces in eV/Å.

Properties
total charge: -1
energy relative to the best compared isomer or geometry (same formula, charge and spin): 0.961 eV
E_HOMO: -0.22713 Ha
LUMO level: 2.61 eV
HOMO-LUMO gap: 8.789 eV



Record 6
DFT (ωB97M-V/def2-TZVPD) results for a structure of composition C4H10N2O2.

```
18
Properties=species:S:1:pos:R:3:forces:R:3
C 0.33493 0.52864 -0.18718 0.10 -0.04 -0.03
C -1.76874 -0.91391 -0.42607 0.00 0.01 0.06
N 1.07433 -0.71040 0.15341 0.74 0.59 -0.15
C -1.12952 0.32973 0.12132 -0.01 0.10 0.00
N 2.52008 -0.37538 0.05974 -0.27 0.04 -0.51
C -1.78290 1.23392 0.84023 0.13 -0.17 0.03
O 1.08515 -0.86573 1.55545 1.17 0.50 0.07
O 0.60560 0.82718 -1.54820 -0.13 -0.08 0.15
H 2.32874 -0.44752 1.34345 -1.58 -0.74 0.40
H 0.19461 0.14452 -2.09338 0.02 0.02 0.03
H 0.72598 1.38134 0.38372 -0.01 -0.13 0.03
H 2.98863 -1.13501 -0.42539 0.09 0.04 0.14
H 2.72660 0.50583 -0.41964 -0.27 -0.17 -0.06
H -1.28376 -1.79600 -0.00550 0.00 0.00 -0.03
H -1.67608 -0.97483 -1.51489 -0.01 -0.02 0.02
H -2.82892 -0.94437 -0.17857 0.01 0.03 -0.02
H -2.83012 1.11350 1.08357 -0.05 -0.01 -0.07
H -1.28461 2.09847 1.25794 0.06 0.03 -0.05
```
Positions in Å, forces in eV/Å.

Properties
energy relative to the best compared isomer or geometry (same formula, charge and spin): 5.967 eV
E_HOMO: -0.31500 Ha
LUMO level: 0.70 eV
HOMO-LUMO gap: 9.269 eV



| no. | E_tot (hartree) |
| --- | --- |
| 1 | -585.26139 |
| 2 | -375.54803 |
| 3 | -94705.89738 |
| 4 | -2750.34955 |
| 5 | -1088.58373 |
| 6 | -418.24167 |